Formula: C12H44N2O9
Source: the Open Molecules 2025 dataset
Level of theory: ωB97M-V/def2-TZVPD

DFT total energy: -34564.6740 eV
structure (SMILES): COC[C@H](C)N.COC[C@H](C)N.CCO.CCO.O.O.O.O.O
energy above the lowest of the compared OMol25 structures with the same formula, charge and spin: 0.0 kJ/mol
2S+1: 1
orbital gap: 9.5708 eV
lowest unoccupied orbital energy: 0.27 eV

CARTESIAN COORDINATES (ANGSTROEM)
C1 13.683 -18.682 -8.746
O1 14.228 -17.974 -7.650
C2 13.743 -18.375 -6.401
C3 12.406 -17.669 -6.130
C4 12.647 -16.160 -5.957
N1 11.846 -18.199 -4.886
H1 13.677 -19.750 -8.504
H2 14.264 -18.436 -9.630
H3 12.651 -18.365 -8.949
H4 13.648 -19.467 -6.323
H5 14.442 -18.138 -5.597
H6 11.754 -17.853 -6.989
H7 11.725 -15.614 -5.778
H8 13.047 -15.798 -6.907
H9 13.422 -16.064 -5.199
H10 11.779 -19.208 -4.935
H11 10.979 -17.805 -4.555
C5 6.279 -20.087 1.168
O2 7.397 -20.912 1.433
C6 8.351 -20.917 0.401
C7 9.772 -20.943 0.907
C8 10.148 -22.263 1.603
N2 10.027 -19.775 1.786
H12 5.651 -20.592 0.435
H13 6.628 -19.106 0.831
H14 5.711 -19.890 2.074
H15 8.154 -21.759 -0.266
H16 8.274 -19.977 -0.163
H17 10.432 -20.767 0.053
H18 9.714 -23.108 1.062
H19 9.772 -22.291 2.628
H20 11.219 -22.456 1.680
H21 9.142 -19.617 2.277
H22 10.647 -19.954 2.571
C9 9.543 -23.368 -2.929
C10 9.571 -21.869 -3.212
O3 10.595 -21.468 -4.101
H23 8.722 -23.562 -2.235
H24 10.477 -23.682 -2.470
H25 9.322 -23.918 -3.846
H26 9.685 -21.366 -2.250
H27 8.588 -21.559 -3.585
H28 10.544 -22.014 -4.893
C11 12.950 -25.537 -2.922
C12 13.496 -24.238 -3.474
O4 14.665 -23.938 -2.712
H29 13.748 -26.264 -3.055
H30 12.048 -25.802 -3.477
H31 12.716 -25.437 -1.863
H32 12.823 -23.373 -3.492
H33 13.755 -24.368 -4.533
H34 15.188 -23.262 -3.172
O5 14.622 -22.415 -0.141
H35 14.589 -23.147 -0.774
H36 14.285 -21.663 -0.643
O6 12.842 -20.451 -2.229
H37 12.071 -20.700 -2.755
H38 12.502 -19.829 -1.566
O7 11.864 -18.470 -0.009
H39 12.709 -18.350 0.441
H40 11.261 -18.862 0.671
O8 15.174 -21.407 -4.087
H41 15.915 -21.194 -3.506
H42 14.531 -20.700 -3.922
O9 12.972 -17.051 -2.209
H43 12.292 -17.509 -1.688
H44 12.873 -17.407 -3.110